{
  "formula": "C26H38BrF3N3O4PSSi2Ti",
  "method": "the ωB97M-V functional and the def2-TZVPD basis",
  "symbols": ["Br", "Ti", "S", "P", "Si", "Si", "F", "F", "F", "O", "O", "O", "O", "N", "N", "N", "C", "C", "C", "C", "C", "C", "C", "C", "C", "C", "C", "C", "C", "C", "C", "C", "C", "C", "C", "C", "C", "C", "C", "C", "C", "C", "H", "H", "H", "H", "H", "H", "H", "H", "H", "H", "H", "H", "H", "H", "H", "H", "H", "H", "H", "H", "H", "H", "H", "H", "H", "H", "H", "H", "H", "H", "H", "H", "H", "H", "H", "H", "H", "H"],
  "coordinates": [[-2.602, 2.486, 2.106], [-0.657, 0.375, -0.121], [-1.963, -0.041, -2.308], [1.759, 1.232, -1.417], [0.240, -3.053, -0.675], [0.694, -2.093, 2.217], [-4.839, 2.490, -4.034], [-3.403, 1.002, -4.656], [-3.173, 3.051, -5.287], [3.131, 0.421, -1.119], [1.324, 0.535, -2.776], [1.631, 3.598, 4.721], [2.446, 2.608, -1.905], [-2.302, -0.642, 0.692], [-0.046, 1.495, 1.546], [-1.404, 2.162, -1.080], [4.168, 1.012, -0.333], [-3.635, -0.555, 0.779], [-3.808, -2.819, 1.450], [-2.717, 2.609, -3.020], [-0.040, -1.147, 3.654], [-2.669, 3.948, -2.723], [1.895, -2.715, -1.455], [-4.431, -1.607, 1.157], [1.277, 1.397, 1.852], [-3.525, 2.255, -4.253], [-1.677, -1.818, 0.916], [-0.201, -1.785, 0.634], [1.133, 2.901, 3.680], [-0.203, 3.036, 3.401], [0.629, -3.804, 2.981], [-0.740, 2.309, 2.347], [2.163, 0.375, -3.930], [0.401, -4.845, -0.134], [-1.042, -3.108, -2.025], [1.704, 3.822, -2.044], [-1.975, 4.415, -1.613], [-2.063, 1.672, -2.172], [1.890, 2.052, 2.888], [-1.360, 3.467, -0.835], [2.527, -1.785, 2.002], [-2.441, -2.928, 1.325], [2.947, 1.887, 3.069], [1.187, 4.078, -1.120], [2.006, -3.349, -2.344], [0.655, -1.185, 4.501], [1.771, 1.000, -4.729], [-1.035, -4.113, -2.459], [-4.395, -3.676, 1.758], [-0.950, -1.677, 3.961], [-0.828, -2.391, -2.822], [2.416, 4.607, -2.279], [-0.415, -5.217, 0.493], [-1.937, -3.865, 1.519], [-0.316, -0.113, 3.486], [2.990, -2.713, 1.641], [3.193, 0.647, -3.707], [-4.060, 0.405, 0.515], [4.674, 0.211, 0.201], [2.789, -1.006, 1.279], [-1.919, 5.466, -1.364], [-0.391, -4.099, 3.254], [4.872, 1.535, -0.978], [-0.834, 3.671, 4.005], [-2.056, -2.906, -1.666], [1.343, -5.039, 0.388], [2.987, -1.546, 2.969], [2.021, -1.674, -1.759], [1.060, -4.595, 2.370], [-0.803, 3.757, 0.049], [0.973, 3.738, -2.849], [2.115, -0.669, -4.226], [0.413, -5.445, -1.052], [-3.180, 4.650, -3.373], [1.207, -3.751, 3.913], [2.567, 3.400, 4.840], [2.713, -2.962, -0.768], [1.850, 0.712, 1.248], [-5.504, -1.486, 1.211], [3.777, 1.732, 0.392]],
  "atomic_forces_ev_per_a": [[-0.018, -0.098, -0.048], [0.772, -0.452, -1.142], [-0.080, 0.446, -0.215], [-0.485, -0.574, -0.352], [-0.103, 0.281, 0.167], [-0.124, 0.048, -0.218], [-0.102, -0.027, -0.037], [-0.007, -0.189, -0.150], [0.006, 0.042, -0.137], [0.307, 0.195, 0.255], [-0.084, -0.111, -0.253], [0.115, 0.008, 0.037], [0.336, 0.543, 0.113], [-0.549, -0.596, 0.430], [0.559, 0.910, 1.270], [-0.323, 0.332, -0.409], [-0.055, 0.025, -0.009], [0.225, 0.223, -0.014], [-0.067, -0.049, 0.034], [-0.015, -0.505, -0.156], [-0.083, 0.131, 0.371], [-0.062, 0.463, -0.039], [0.424, 0.097, -0.116], [-0.062, -0.115, 0.037], [-0.325, -0.084, 0.113], [0.229, 0.107, 0.530], [0.025, -0.205, -0.003], [-0.587, -0.350, 0.184], [0.191, 0.195, 0.313], [-0.522, -0.012, -0.188], [0.018, -0.341, 0.160], [0.057, 0.066, 0.204], [-0.035, 0.021, 0.144], [0.029, -0.353, 0.096], [-0.281, -0.021, -0.297], [-0.077, -0.156, -0.024], [-0.005, 0.007, -0.048], [-0.070, 0.088, -0.132], [0.268, -0.236, -0.254], [0.027, 0.096, 0.218], [0.484, 0.012, 0.004], [0.200, 0.086, -0.083], [-0.046, 0.010, 0.007], [0.020, -0.034, 0.041], [0.013, 0.047, 0.095], [-0.096, 0.017, -0.044], [0.009, 0.024, -0.005], [-0.053, 0.080, -0.059], [-0.003, 0.013, -0.009], [0.079, 0.086, -0.008], [-0.015, -0.081, 0.056], [0.066, 0.007, -0.044], [0.062, 0.020, -0.064], [-0.028, 0.016, -0.012], [-0.026, 0.205, -0.036], [-0.007, 0.128, 0.066], [0.028, 0.010, -0.024], [-0.027, 0.021, 0.011], [0.011, -0.048, -0.027], [-0.041, -0.127, 0.062], [-0.024, -0.041, -0.033], [0.108, 0.026, -0.029], [0.024, -0.002, -0.029], [0.020, -0.005, -0.008], [0.064, -0.044, -0.039], [-0.076, -0.002, -0.045], [0.033, -0.020, -0.112], [-0.028, -0.142, -0.009], [0.000, 0.007, 0.068], [0.017, 0.028, 0.029], [-0.025, 0.007, -0.001], [0.008, -0.043, -0.003], [0.008, -0.001, 0.098], [0.016, -0.033, 0.007], [-0.080, -0.049, -0.055], [-0.031, 0.005, -0.003], [-0.053, 0.050, -0.104], [-0.082, -0.019, -0.066], [0.022, -0.027, 0.006], [-0.022, -0.036, -0.036]],
  "mulliken_charge": [-0.060, -0.652, -0.805, 1.653, 0.490, 0.364, -0.277, -0.221, -0.278, -0.384, -0.135, -0.581, -0.456, 1.264, 1.346, 0.805, -0.844, -0.411, -0.923, 0.054, -0.991, -0.500, -0.854, -1.249, -0.353, 0.594, -2.563, 3.493, 0.493, -0.742, -1.269, -0.237, -0.905, -1.312, -1.319, -0.583, -1.383, 0.606, -0.978, -0.692, -0.509, -0.641, 0.416, 0.190, 0.442, 0.462, 0.271, 0.538, 0.470, 0.309, 0.231, 0.333, 0.340, 0.318, 0.172, 0.370, 0.317, 0.469, 0.235, -0.382, 0.469, 0.274, 0.358, 0.547, 0.337, 0.309, 0.370, -0.090, 0.348, 0.705, 0.243, 0.294, 0.400, 0.414, 0.388, 0.318, 0.237, -0.210, 0.455, 0.273],
  "spin_multiplicity": 3,
  "homo_energy_ev": [-5.80, -7.50],
  "energy_ha": -6520.544039,
  "orbital_gap_ev": [5.8, 7.5],
  "s2": 2.01
}